23
Properties=species:S:1:pos:R:3:lowdin_charge:R:1 method="wB97M-V/def2-TZVPD" homo_lumo_gap_ha=0.3237 largest_force_ev_per_a=3.821 smiles="C=C/N=C/c1ccccc1.N=C=S" de_lowest_kj_mol=340.22
C 0.248 -3.397 1.891 0.015
C -0.534 -2.756 1.046 -0.236
N -0.568 -1.367 0.877 0.037
C 0.457 -0.704 0.532 -0.243
C 0.398 0.692 0.198 -0.271
C 1.516 1.372 -0.224 -0.119
C 1.532 2.716 -0.476 -0.083
C 0.310 3.442 -0.604 -0.026
C -0.899 2.761 -0.137 -0.064
C -0.818 1.440 0.281 -0.033
H 0.808 -2.879 2.623 0.043
H 0.234 -4.490 2.038 0.061
H -1.282 -3.214 0.455 0.084
H 1.428 -1.075 0.639 0.105
H 2.488 0.933 -0.436 0.115
H 2.501 2.971 -0.874 0.096
H 0.054 4.436 -0.866 0.077
H -1.829 3.237 -0.366 0.089
H -1.709 1.037 0.779 0.114
N -1.867 -1.087 -1.553 0.147
C -0.702 -1.195 -1.808 -0.845
S 0.764 -1.003 -2.317 0.820
H -2.529 -1.871 -1.700 0.118

=====

71
Properties=species:S:1:pos:R:3:lowdin_charge:R:1 method="wB97M-V/def2-TZVPD" charge=+2 homo_lumo_gap_ha="0.0768 / 0.0784" largest_force_ev_per_a=4.027 de_lowest_kj_mol=0.00
Ce -0.663 0.406 3.070 1.589
C 0.659 -0.007 5.233 -0.261
C 1.670 0.487 4.335 -0.230
C 0.045 2.148 4.556 -0.317
C -0.319 1.034 5.410 -0.297
C 1.282 1.805 3.895 -0.276
C 0.737 -1.266 6.039 0.015
H 1.384 -2.015 5.563 0.090
H -0.260 -1.713 6.150 0.101
H 1.131 -1.096 7.056 0.127
C -1.549 0.950 6.236 0.023
H -1.570 0.016 6.807 0.106
H -2.483 1.012 5.651 0.109
H -1.551 1.790 6.944 0.126
C -0.867 3.265 4.182 0.018
H -0.934 3.939 5.048 0.136
H -1.911 2.952 3.943 0.119
H -0.488 3.842 3.325 0.106
C 2.041 2.686 2.969 0.021
H 2.624 3.415 3.549 0.130
H 1.368 3.247 2.309 0.099
H 2.742 2.123 2.340 0.089
C 3.023 -0.114 4.138 0.015
H 3.781 0.357 4.783 0.127
H 3.363 0.003 3.104 0.081
H 3.031 -1.186 4.367 0.084
C -0.847 -2.618 1.405 -0.083
C 0.219 -2.813 2.217 -0.107
C 1.665 -2.749 1.829 -0.155
C 2.070 -1.814 0.662 -0.147
C 1.637 -0.374 0.733 -0.075
C 0.449 0.097 0.295 -0.162
C -0.609 -0.703 -0.425 -0.159
C -0.818 -2.196 -0.042 -0.167
H 1.996 -3.769 1.553 0.146
H 1.739 -2.278 -0.277 0.117
H 2.236 -2.490 2.738 0.098
H -0.109 -2.813 -0.619 0.114
H -1.854 -2.745 1.818 0.122
H 0.035 -3.070 3.267 0.116
H -1.831 -2.450 -0.417 0.127
H -1.570 -0.168 -0.334 0.125
H 0.225 1.176 0.405 0.114
H -0.388 -0.704 -1.511 0.097
H 3.174 -1.807 0.639 0.135
H 2.374 0.331 1.145 0.102
P -1.170 -0.688 -4.431 0.774
P -0.854 1.956 -5.870 0.766
C -1.194 -0.785 -6.306 -0.427
C -1.551 0.568 -6.911 -0.456
H -1.927 -1.544 -6.600 0.075
H -0.203 -1.123 -6.639 0.077
H -1.159 0.659 -7.930 0.078
H -2.639 0.711 -6.950 0.078
C -1.649 3.329 -6.819 -0.329
H -1.202 4.276 -6.487 0.033
H -2.725 3.335 -6.596 0.033
H -1.491 3.202 -7.902 0.043
C 0.791 2.045 -6.709 -0.317
H 0.665 2.042 -7.801 0.042
H 1.419 1.199 -6.403 0.025
H 1.274 2.980 -6.399 0.034
C -2.638 -1.755 -4.119 -0.315
H -2.707 -1.976 -3.047 0.011
H -2.562 -2.687 -4.694 0.043
H -3.539 -1.209 -4.427 0.042
C 0.179 -1.906 -4.132 -0.319
H 1.129 -1.456 -4.446 0.036
H 0.003 -2.823 -4.708 0.048
H 0.238 -2.140 -3.061 -0.004
F -2.568 -0.331 3.304 -0.364

=====

22
Properties=species:S:1:pos:R:3:lowdin_charge:R:1 method="wB97M-V/def2-TZVPD" charge=-1 homo_lumo_gap_ha=0.2352 largest_force_ev_per_a=3.825 de_lowest_kj_mol=362.18
C 0.074 -1.138 2.309 -0.320
N 0.623 -1.420 3.465 0.011
C -2.352 0.016 -1.372 -0.154
C -1.451 0.753 -2.394 -0.584
O -0.831 1.829 -1.844 -0.386
C 0.371 0.125 1.512 -0.220
C 2.398 0.323 0.006 -0.118
C 0.903 0.049 0.072 -0.269
H 1.450 -1.503 2.629 0.126
H -0.797 -1.655 1.868 0.101
H -1.726 -0.301 -0.523 0.021
H -2.677 -0.992 -1.701 0.047
H -3.164 0.568 -0.878 0.050
H -0.778 -0.121 -2.630 0.064
H -1.960 1.009 -3.340 0.064
H -0.518 0.766 1.518 0.118
H 1.061 0.671 2.169 0.099
H 2.892 -0.064 0.908 0.059
H 2.883 -0.009 -0.916 0.064
H 2.600 1.395 -0.010 0.069
H 0.304 0.680 -0.593 0.056
H 0.692 -0.980 -0.255 0.101

=====

50
Properties=species:S:1:pos:R:3:lowdin_charge:R:1 method="wB97M-V/def2-TZVPD" charge=+1 homo_lumo_gap_ha=0.3137 largest_force_ev_per_a=4.428
C 2.296 -4.075 0.640 0.050
C 1.437 -3.294 -0.033 -0.220
C 0.773 -2.108 0.591 -0.115
C 0.655 -0.886 -0.326 -0.182
C -0.112 -1.311 -1.576 -0.172
C 0.803 -1.470 -2.792 -0.716
O 1.711 -0.634 -2.883 0.016
O 0.537 -2.396 -3.598 -0.102
C -0.991 -0.085 -1.832 -0.027
C -1.201 0.503 -0.495 -0.151
C -2.324 1.407 -0.174 -0.029
C -3.578 0.651 0.411 -0.678
N -4.109 -0.331 -0.491 0.108
N -4.634 1.632 0.670 0.092
N -3.211 -0.028 1.629 0.098
N -0.252 0.121 0.289 0.058
C -0.007 0.625 1.635 -0.051
C 0.687 2.007 1.587 -0.123
O 1.954 1.963 2.226 -0.002
C 2.907 1.319 1.472 -0.476
O 3.023 0.138 1.568 0.150
C 3.751 2.151 0.569 -0.128
C 3.098 2.466 -0.783 -0.064
H 2.216 -5.155 0.563 0.068
H 3.065 -3.638 1.262 0.085
H 1.243 -3.595 -1.053 -0.098
H -0.258 -2.419 0.779 0.141
H 1.242 -1.893 1.546 0.114
H 1.641 -0.491 -0.544 0.147
H -0.730 -2.180 -1.361 0.145
H -1.831 -0.160 -2.511 0.141
H -0.314 0.645 -2.307 0.162
H -2.661 1.827 -1.120 0.131
H -2.039 2.247 0.455 0.124
H -3.559 -1.177 -0.515 0.085
H -4.279 0.018 -1.421 0.091
H -4.960 2.060 -0.189 0.084
H -4.279 2.367 1.270 0.080
H -3.868 -0.776 1.805 0.095
H -3.228 0.610 2.412 0.088
H 0.678 -0.038 2.141 0.118
H -0.944 0.688 2.168 0.109
H 0.816 2.298 0.544 0.112
H 0.083 2.782 2.048 0.133
H 4.057 3.077 1.050 0.127
H 4.648 1.568 0.387 0.125
H 2.325 3.225 -0.698 0.072
H 3.861 2.875 -1.438 0.084
H 2.717 1.574 -1.277 0.070
K 1.146 -4.703 -2.299 1.030

=====

19
Properties=species:S:1:pos:R:3:lowdin_charge:R:1 method="wB97M-V/def2-TZVPD" homo_lumo_gap_ha=0.3485 largest_force_ev_per_a=3.587 de_lowest_kj_mol=328.40
C 0.315 0.364 0.086 -0.519
C 1.405 0.006 -0.977 -0.181
C 1.445 0.096 0.991 -0.149
C -0.788 -0.644 0.071 -0.269
C -2.075 -0.356 0.721 -0.121
H -0.010 2.524 -0.162 0.105
H -1.259 1.451 -0.698 0.108
H 2.110 0.824 -1.315 0.128
H 0.933 -0.507 -1.839 0.109
H 3.107 -0.731 -0.069 0.113
H 2.202 0.868 1.074 0.110
H 1.263 -0.206 2.002 0.102
H -0.379 -1.680 0.130 0.159
H -2.667 -1.151 1.269 0.123
H -2.298 0.602 1.060 0.067
H -2.429 -1.123 -1.207 0.084
N -0.428 1.569 -0.012 0.043
N 2.059 -0.895 -0.009 -0.031
N -1.973 -0.341 -0.778 0.019

=====

6
Properties=species:S:1:pos:R:3:lowdin_charge:R:1 method="wB97M-V/def2-TZVPD" homo_lumo_gap_ha="0.2546 / 0.2639" largest_force_ev_per_a=2.390 de_lowest_kj_mol=399.81
C 0.215 -0.527 1.384 -0.169
C 0.124 -0.234 0.230 -0.639
F 0.312 -0.773 2.630 0.179
Br -1.887 1.890 -0.168 0.075
Br 0.009 0.681 -1.240 0.620
Br 1.227 -1.037 -2.835 -0.065

=====

42
Properties=species:S:1:pos:R:3:lowdin_charge:R:1 method="wB97M-V/def2-TZVPD" charge=+1 homo_lumo_gap_ha=0.1911 largest_force_ev_per_a=1.670 de_lowest_kj_mol=32.55
Cl -0.014 1.724 5.099 0.755
C 0.675 1.324 3.585 -0.647
C 0.427 2.142 2.473 -0.065
C 0.928 1.781 1.228 0.023
C 1.663 0.580 1.067 -0.177
C 2.046 0.133 -0.246 -0.129
C 3.133 -0.887 -0.456 -0.109
C 3.436 -0.840 -1.997 -0.127
C 2.621 0.331 -2.472 0.041
C 1.883 0.888 -1.443 -0.015
C 1.997 -0.168 2.226 0.009
C 1.479 0.181 3.467 -0.070
H -0.149 3.054 2.589 0.118
H 0.781 2.439 0.371 0.118
H 4.024 -0.558 0.107 0.150
H 2.897 -1.897 -0.104 0.117
H 4.514 -0.700 -2.158 0.132
H 3.157 -1.790 -2.481 0.133
H 2.651 0.683 -3.502 0.130
H 1.236 1.761 -1.528 0.123
H 2.661 -1.032 2.140 0.125
H 1.697 -0.418 4.347 0.117
C -3.627 1.871 -2.752 -0.058
O -4.086 1.274 -1.521 -0.093
C -3.282 0.389 -0.875 -0.258
C -1.983 0.031 -1.326 0.035
C -1.260 -0.891 -0.577 -0.166
C -1.833 -1.440 0.608 -0.213
N -0.950 -2.377 1.116 0.099
C 0.168 -2.436 0.314 -0.076
C 0.045 -1.492 -0.695 -0.053
C -3.107 -1.105 1.045 -0.005
C -3.833 -0.180 0.311 0.012
H -4.421 2.571 -3.017 0.096
H -2.677 2.403 -2.603 0.089
H -3.512 1.107 -3.534 0.099
H -1.555 0.428 -2.252 0.109
H -1.141 -2.965 1.922 0.167
H 0.986 -3.106 0.542 0.121
H 0.673 -1.380 -1.566 0.102
H -3.513 -1.572 1.939 0.119
H -4.830 0.140 0.607 0.124

=====

112
Properties=species:S:1:pos:R:3:lowdin_charge:R:1 method="wB97M-V/def2-TZVPD" charge=+1 homo_lumo_gap_ha=0.1933 largest_force_ev_per_a=5.717
O -1.541 -5.261 0.427 -0.215
V -2.606 -4.121 0.628 1.138
O -3.547 -4.048 -0.736 -0.243
O -5.142 0.523 1.468 -0.257
V -5.431 -1.058 1.527 1.176
O -6.307 -1.487 0.296 -0.229
C -2.122 -1.105 0.640 -0.365
O -1.211 -2.093 0.318 -0.132
O -3.213 -1.843 1.084 -0.270
C -1.495 -0.012 1.669 -0.446
F -0.962 1.015 1.084 0.205
F -2.467 0.375 2.548 0.098
F -0.499 -0.733 2.410 0.074
C -0.089 -1.704 -0.512 -0.174
C 0.639 -2.954 -0.892 -0.038
H 1.163 -3.449 -0.074 0.057
H -0.023 -3.742 -1.250 0.086
H 1.477 -2.711 -1.545 0.084
H 0.617 -1.069 0.024 0.128
H -0.421 -1.180 -1.408 0.125
H -2.451 -0.619 -0.278 0.163
C 2.675 0.740 4.026 -0.011
C 3.362 1.355 2.863 -0.274
C 2.430 1.640 1.702 -0.112
O 3.022 2.804 1.166 0.076
C 3.643 3.534 2.114 -0.606
O 4.156 4.613 2.077 0.173
O 3.799 2.722 3.093 0.119
H 2.388 -0.312 4.018 0.065
H 1.672 1.158 4.111 0.078
H 3.206 0.819 4.974 0.098
H 4.143 0.754 2.397 0.143
H 1.389 1.846 1.951 0.115
H 2.474 0.762 1.059 0.134
C 2.784 -3.584 5.197 0.002
C 1.436 -4.276 4.657 -0.227
C 0.553 -3.354 3.846 -0.090
O 0.766 -3.813 2.521 0.042
C 1.415 -4.953 2.503 -0.628
O 1.580 -5.709 1.596 0.163
O 1.934 -5.239 3.706 0.089
H 3.464 -4.292 5.670 0.083
H 2.621 -2.731 5.856 0.074
H 3.554 -3.106 4.590 0.072
H 0.748 -4.671 5.404 0.152
H 0.880 -2.316 3.908 0.119
H -0.519 -3.545 3.884 0.134
C -2.373 0.984 -4.853 0.006
C -3.007 0.076 -3.835 -0.313
C -4.313 -0.439 -4.190 -0.134
O -4.196 -1.799 -3.885 0.070
C -2.889 -2.113 -3.479 -0.626
O -2.570 -3.202 -3.180 0.182
O -2.192 -1.111 -3.700 0.129
H -1.596 1.632 -4.449 0.073
H -3.083 1.714 -5.241 0.093
H -1.872 0.331 -5.568 0.107
H -2.901 0.476 -2.826 0.143
H -4.458 -0.424 -5.271 0.147
H -5.089 0.182 -3.743 0.144
C -3.735 4.657 -3.443 0.000
C -3.162 4.358 -2.096 -0.302
C -3.756 3.318 -1.244 -0.129
O -2.693 2.593 -0.645 0.006
C -1.671 2.761 -1.649 -0.471
O -0.587 2.145 -1.632 0.095
O -1.892 3.791 -2.441 0.108
H -4.764 5.003 -3.347 0.095
H -3.937 3.715 -3.951 0.072
H -3.297 5.286 -4.218 0.104
H -2.962 5.177 -1.406 0.151
H -4.254 2.563 -1.852 0.130
H -4.352 3.657 -0.396 0.151
C 5.040 -3.140 -1.140 0.001
C 4.470 -2.927 0.299 -0.309
C 4.964 -3.962 1.355 -0.042
O 5.653 -3.149 2.327 0.076
C 5.589 -1.853 2.011 -0.511
O 6.117 -0.922 2.623 0.121
O 4.877 -1.745 0.859 0.067
H 4.214 -3.215 -1.847 0.064
H 5.681 -4.021 -1.169 0.077
H 5.692 -2.344 -1.497 0.080
H 3.381 -2.900 0.323 0.125
H 5.524 -4.787 0.915 0.134
H 4.041 -4.363 1.772 0.108
C -4.144 3.519 4.093 0.017
C -2.804 4.314 3.611 -0.231
C -1.956 3.445 2.749 -0.149
O -1.683 4.255 1.672 0.055
C -2.365 5.402 1.618 -0.517
O -2.305 6.327 0.784 0.118
O -3.161 5.312 2.661 0.090
H -3.802 2.531 4.402 0.060
H -4.897 3.371 3.320 0.080
H -4.536 3.783 5.076 0.073
H -2.152 4.717 4.386 0.160
H -2.557 2.641 2.326 0.108
H -0.978 3.203 3.165 0.150
C 2.357 1.243 -6.114 -0.025
C 2.363 1.126 -4.564 -0.255
C 1.208 0.271 -3.916 -0.086
O 1.998 -0.566 -3.104 0.043
C 3.353 -0.507 -3.441 -0.564
O 4.294 -1.050 -2.983 0.180
O 3.502 0.329 -4.390 0.107
H 1.621 2.006 -6.370 0.077
H 2.135 0.388 -6.753 0.087
H 3.309 1.623 -6.484 0.087
H 2.533 2.127 -4.167 0.159
H 0.697 -0.141 -4.787 0.117
H 0.381 0.756 -3.398 0.096

=====

11
Properties=species:S:1:pos:R:3:lowdin_charge:R:1 method="wB97M-V/def2-TZVPD" homo_lumo_gap_ha=0.4291 largest_force_ev_per_a=1.004 smiles=N#CCOCO de_lowest_kj_mol=179.70
N -0.223 1.855 -1.621 0.159
C -0.116 1.508 -0.523 -0.175
C 0.156 0.913 0.808 -0.189
O 0.869 -0.282 0.642 -0.109
C 0.148 -1.339 0.004 -0.266
O -0.862 -0.917 -0.848 -0.035
H 0.811 1.600 1.351 0.135
H -0.778 0.790 1.374 0.136
H 0.924 -1.915 -0.511 0.134
H -0.350 -1.959 0.757 0.133
H -0.496 -0.389 -1.577 0.077

=====

24
Properties=species:S:1:pos:R:3:lowdin_charge:R:1 method="wB97M-V/def2-TZVPD" homo_lumo_gap_ha=0.3531 largest_force_ev_per_a=6.160
C -1.195 1.830 0.098 0.030
C -2.095 0.926 0.581 -0.164
C 0.033 1.538 -0.649 -0.374
C -2.014 -0.593 0.412 -0.198
C 0.436 0.046 -0.634 -0.168
C -1.207 -0.956 -0.844 -0.419
C 3.017 0.079 0.614 -0.110
N 0.647 2.481 -1.293 0.163
N -0.931 -2.295 -0.824 0.148
O 1.044 -1.788 1.113 -0.314
O 0.799 0.497 1.915 -0.319
F -3.107 1.389 1.355 0.080
F -3.274 -1.124 0.430 0.046
F -1.682 -0.502 -2.005 0.118
S 1.272 -0.402 0.869 0.621
H -1.371 2.875 0.438 0.143
H -1.500 -1.094 1.277 0.169
H 1.092 -0.208 -1.503 0.129
H 3.070 0.538 1.585 0.044
H 3.587 -0.880 0.523 0.085
H 3.197 0.925 -0.079 0.077
H 1.527 2.201 -1.593 0.008
H -0.658 -2.725 -1.753 0.157
H -0.690 -2.757 -0.035 0.047

=====

49
Properties=species:S:1:pos:R:3:lowdin_charge:R:1 method="wB97M-V/def2-TZVPD" charge=+1 homo_lumo_gap_ha=0.2945 largest_force_ev_per_a=0.199 de_lowest_kj_mol=68.69
Ga 0.331 -0.906 -0.533 0.379
C 1.279 -1.562 3.625 0.012
C 1.141 -1.667 2.146 -0.209
N 0.310 -0.968 1.480 0.000
N -0.406 0.056 2.045 0.122
C -0.319 1.070 1.206 -0.423
O 0.371 1.011 0.112 -0.051
C -1.065 2.311 1.508 -0.157
C -0.961 3.394 0.641 -0.026
C -1.685 4.552 0.885 -0.073
C -2.514 4.629 1.995 -0.074
C -2.616 3.549 2.865 -0.068
C -1.893 2.393 2.626 -0.024
C 2.046 -2.472 1.291 -0.189
C 2.737 -3.579 1.744 0.023
C 3.565 -4.262 0.866 -0.012
C 3.678 -3.816 -0.439 -0.015
C 2.947 -2.705 -0.820 -0.093
N 2.167 -2.034 0.023 0.062
H 0.363 -1.905 4.107 0.104
H 1.399 -0.512 3.896 0.097
H 2.125 -2.130 4.002 0.078
H -0.301 3.320 -0.213 0.112
H -1.595 5.397 0.215 0.105
H -3.077 5.533 2.189 0.107
H -3.258 3.613 3.734 0.108
H -1.960 1.547 3.296 0.111
H 2.614 -3.918 2.763 0.123
H 4.107 -5.137 1.198 0.124
H 4.307 -4.320 -1.158 0.120
H 2.979 -2.348 -1.840 0.112
N -2.769 1.036 -2.541 0.144
C -3.628 0.798 -1.496 -0.028
C -2.944 0.010 -0.618 -0.050
N -1.685 -0.208 -1.103 0.088
C -1.603 0.421 -2.255 -0.236
C -0.338 0.423 -2.962 -0.212
N 0.734 -0.089 -2.379 0.086
C 1.781 0.056 -3.257 -0.053
C 1.328 0.668 -4.381 -0.030
N -0.015 0.886 -4.180 0.148
H -2.981 1.603 -3.345 0.169
H -4.630 1.186 -1.479 0.128
H -3.271 -0.404 0.321 0.131
H 2.781 -0.255 -3.014 0.118
H 1.828 0.959 -5.287 0.129
H -0.641 1.297 -4.852 0.174
N -0.512 -3.793 -1.494 0.049
C -0.251 -2.728 -1.137 -0.238